Record 1
ORCA calculation (ωB97M-V with the def2-TZVPD basis set) on C26H42BrCrN3OP2 as an isolated structure.

## Properties
* E_HOMO (spin up / spin down): -13.977 / -14.090 eV
* 2S+1: 5
* Kohn-Sham gap (spin up / spin down): 6.022 / 6.019 eV
* total charge: +2
* expectation value of S²: 6.1860

Last column: Löwdin charge in e.
Element x y z (Å)
Br 1.65415 -3.51168 -2.26635  0.73
Cr 0.69565 -1.65473 -0.86454  0.34
P -0.62739 0.73527 -0.22422  0.98
P -1.57623 -1.60617 -2.23693  0.93
O 2.49689 1.18941 -1.01988  -0.04
N 3.94768 1.65281 0.71958  0.17
N -3.71444 1.19202 6.02396  0.08
N 4.68334 1.80490 -1.44279  0.17
C -0.15855 3.16700 1.45775  -0.11
C 1.31779 -3.80800 1.00352  -0.04
C 3.62710 1.51822 -0.60546  -0.62
C -1.63666 -0.03250 4.64682  -0.24
C -3.98621 0.23605 5.12353  -0.11
C -2.45019 1.55859 6.27103  -0.10
C -3.06693 -0.64923 -2.73595  -0.38
C -2.98602 1.61551 1.32339  -0.13
C 1.12850 -1.76843 2.32152  -0.19
C 1.75861 -1.03379 1.27494  -0.08
C 2.52694 -1.74356 0.28194  -0.13
C -0.52709 -0.57237 3.92640  0.06
C -0.76158 2.03243 -1.55727  -0.37
C -3.58582 -0.91667 -4.15119  -0.11
C 0.20078 1.72626 1.12009  -0.39
C -3.35760 -3.88259 -2.15849  -0.13
C -0.75754 -3.13105 -4.49962  -0.16
C 1.93314 -3.00852 0.08152  -0.34
C -2.11818 -3.23821 -1.54551  -0.39
C -1.37431 0.97407 5.58955  0.00
C -1.77650 3.16913 -1.45725  -0.13
C -0.59044 -1.81578 -3.75222  -0.47
C 0.48445 -1.01436 3.38806  0.07
C 1.01485 -3.16895 2.22447  0.04
C -2.32063 0.50011 0.51740  -0.37
C -2.97116 -0.40589 4.39604  -0.02
H -4.24651 -3.24322 -2.07251  0.08
H 4.91891 1.61915 0.98041  0.11
H 0.12262 1.09819 2.01963  0.05
H -2.81586 2.82303 -1.39843  0.07
H 1.13192 -4.86970 0.82864  0.15
H 5.46130 2.35464 -1.10089  0.11
H -3.55415 -4.80549 -1.59825  0.09
H -2.98643 2.59174 0.81973  0.06
H 4.43913 1.88037 -2.42252  0.12
H -2.82505 0.42204 -2.63433  0.06
H -0.83947 -0.96047 -4.38491  0.08
H -2.26160 2.34368 7.02220  0.13
H -5.04056 -0.03251 4.95672  0.12
H 1.94202 0.01740 1.45348  0.07
H -0.91615 1.49168 -2.50340  0.06
H -2.81916 -0.75005 -4.91845  0.07
H -3.21691 -4.16669 -3.21114  0.08
H -1.73086 -3.22010 -4.99361  0.08
H -3.98293 -1.93529 -4.26239  0.08
H -2.20728 -0.36829 1.18608  0.07
H 3.30637 1.25545 1.40616  0.09
H -4.03843 1.34639 1.50494  0.09
H -4.40733 -0.21606 -4.35212  0.09
H -1.69294 3.78245 -2.36661  0.09
H 0.04245 3.85967 0.63354  0.07
H -1.18951 3.31225 1.79210  0.06
H 1.25052 1.73884 0.78860  0.03
H 0.48559 3.47310 2.29447  0.09
H 0.00772 -3.19081 -5.28193  0.09
H -2.30281 -3.04643 -0.47002  0.08
H -2.97441 0.19144 -0.31140  0.04
H -3.84998 -0.87446 -1.99657  0.09
H -0.61025 -4.01538 -3.87007  0.04
H -0.35222 1.29490 5.78198  0.12
H -1.59426 3.84135 -0.61066  0.06
H 3.46211 -1.39778 -0.15931  0.15
H -1.24600 -3.91353 -1.58929  0.05
H -3.20576 -1.16854 3.66192  0.11
H -2.52105 1.72133 2.31205  0.06
H 0.47596 -1.69957 -3.49346  -0.01
H 0.66453 -3.69438 3.11011  0.15
H 0.25736 2.44531 -1.59876  0.08

Record 2
ORCA calculation (ωB97M-V with the def2-TZVPD basis set) on C26H42BrIrN3OP2 as an isolated structure.

## Properties
* ΔE to the lowest compared entry with this formula, charge and spin: 0.0 kcal per mole
* E_HOMO (spin up / spin down): -18.538 / -19.603 eV
* 2S+1: 6
* Kohn-Sham gap (spin up / spin down): 6.702 / 5.176 eV
* total charge: +4
* expectation value of S²: 8.8306

Last column: Löwdin charge in e.
Element x y z (Å)
Ir -0.24387 0.16181 -0.39635  1.14
Br -0.11836 1.04986 2.01602  0.54
P 0.30427 3.77954 3.74375  1.16
P -2.16885 1.13940 -0.54002  0.74
O 0.83520 -1.50399 -0.01630  -0.18
N -0.85838 -2.99695 -0.52105  0.21
N 1.16709 -3.67620 0.38449  0.25
N 5.44265 7.97645 -5.73219  0.16
C 4.68731 5.71887 -5.52032  0.12
C 3.32800 5.01986 -3.61014  0.13
C 5.37608 6.72793 -6.19469  0.03
C 4.83639 8.29578 -4.58809  0.03
C 2.26125 3.32596 -2.00123  -0.19
C -3.44153 0.40364 0.56339  -0.36
C 1.87782 2.52720 5.78416  -0.11
C 0.71371 1.82633 -0.54169  -0.41
C 1.70684 6.07528 2.84968  -0.11
C -2.12280 2.94420 -0.25451  -0.37
C 1.00371 2.29325 4.54538  -0.45
C 2.85801 4.27823 -2.77134  0.06
C 4.12110 7.36190 -3.83576  0.12
C -2.71862 0.80448 -2.25060  -0.38
C -1.35258 3.80288 3.00927  -0.44
C 1.72081 2.48405 0.14071  -0.11
C -4.22528 0.78465 -2.47516  -0.11
C -2.45954 4.24457 3.96872  -0.11
C -2.46360 3.82434 -1.44418  -0.09
C 2.47541 3.34978 -0.62040  0.06
C 1.39517 2.49237 -2.71493  0.05
C 1.49145 4.56853 2.60876  -0.39
C 4.04576 6.04245 -4.31674  -0.15
C -4.65550 1.27531 0.86964  -0.10
C 0.58616 1.68140 -1.94957  -0.15
C 0.36395 -2.69360 -0.06131  -0.56
H 3.20109 4.04321 -0.21196  0.15
H -3.35211 4.52856 3.40098  0.09
H 2.13010 1.55667 6.22672  0.10
H -1.52969 2.77368 2.64480  -0.04
H 0.85302 6.66753 2.50231  0.08
H 1.34877 3.11477 6.54114  0.09
H -5.35654 0.71232 1.49663  0.11
H -2.23933 1.55876 -2.88854  0.08
H -1.78066 3.66033 -2.28532  0.07
H -3.49310 3.68230 -1.79287  0.09
H -2.35979 4.87408 -1.14431  0.10
H 1.12094 4.38870 1.59094  0.05
H -3.75877 -0.53843 0.09263  0.09
H 1.34373 2.53749 -3.81256  0.16
H -2.91232 0.13180 1.48742  0.06
H 0.00074 0.89009 -2.45026  0.10
H -4.41537 0.59231 -3.53772  0.10
H 0.88636 -4.64141 0.32293  0.15
H -2.74628 3.44382 4.65769  0.09
H -2.76725 3.16257 0.60570  0.07
H 2.58814 6.41344 2.29230  0.08
H 4.91212 9.33077 -4.24529  0.16
H -2.27168 -0.16536 -2.52347  0.08
H -4.72191 -0.00732 -1.90321  0.08
H -4.39378 2.18093 1.42655  0.07
H 2.81575 3.03345 5.53446  0.08
H -1.49333 -2.27096 -0.84052  0.10
H 1.58471 1.77098 3.76813  0.02
H -1.10456 -3.97945 -0.61721  0.15
H -1.10050 3.16119 0.08292  0.04
H -2.15223 5.11248 4.56284  0.08
H 0.15168 1.65692 4.83613  0.09
H 3.63698 7.65769 -2.90221  0.16
H 2.07938 -3.42775 0.74219  0.15
H 5.88148 6.50242 -7.13653  0.16
H 1.87410 6.30444 3.90858  0.09
H -1.31768 4.46799 2.13311  0.09
H -5.20465 1.57232 -0.03112  0.08
H 2.44616 4.03034 2.71897  0.10
H -4.69920 1.74290 -2.22945  0.08
H 4.65272 4.70545 -5.92506  0.16
H 1.91896 2.28189 1.18443  0.06

Record 3
ORCA calculation (ωB97M-V with the def2-TZVPD basis set) on a 2-piece molecular cluster, C26H42BrN2O6P2S2 overall.

## Properties
* ΔE to the lowest compared entry with this formula, charge and spin: 444.5 kcal per mole
* E_HOMO: -4.490 eV
* Kohn-Sham gap: 2.730 eV
* total charge: -1

Last column: Löwdin charge in e.
Element x y z (Å)
Br 4.02158 2.36649 -0.73040  0.60
S -3.05832 -2.55758 3.22860  0.80
S -4.54191 -0.26490 4.59628  0.58
P 7.10349 2.35733 -5.95135  0.80
P -0.03806 -1.41346 1.22271  0.48
O 6.33030 0.97420 -5.49237  -0.32
O 1.60872 -1.87530 0.85968  -0.38
O 0.11325 0.21399 0.52660  -0.40
O 6.27291 3.24435 -4.71993  -0.31
O 7.93396 1.47040 -7.18278  -0.33
O 8.41585 2.51818 -5.17389  -0.23
N 0.65517 -0.83802 2.76726  -0.20
N -4.58984 -0.60314 1.73720  -0.17
C -4.53635 0.86465 1.44086  -0.17
C -1.51834 -4.02313 1.19247  -0.29
C -2.98050 -3.26538 1.48948  -0.49
C 6.17107 2.68013 -3.42204  -0.17
C 3.03592 1.75454 0.94239  -0.64
C -4.22761 4.13004 0.44369  -0.08
C 1.01837 -0.02952 -0.63961  -0.22
C -5.84485 -1.28845 1.26260  -0.12
C -8.55492 -2.84231 0.08218  -0.11
C -3.53554 1.32832 0.18261  0.03
C 8.61365 0.27531 -6.82751  -0.14
C 3.26180 0.13662 1.08476  -0.20
C 3.73908 2.53458 2.23213  -0.17
C -0.25916 0.11792 3.49994  -0.31
C 5.22051 0.56771 -6.26728  -0.13
C -5.22277 3.67380 1.70057  -0.07
C -7.83278 -1.67406 -0.81292  -0.07
C -6.47147 -0.89819 -0.22846  0.00
C -4.15504 -0.99518 3.11599  -0.99
C 2.31092 -0.78296 0.10850  -0.28
C -7.99150 -3.24823 1.56797  -0.07
C -5.37558 2.07584 2.15539  -0.01
C -0.24177 -3.21850 1.83311  -0.34
C 0.31640 0.18315 5.06808  -0.14
C -6.62962 -2.46364 2.13162  -0.01
C -3.40193 2.92107 -0.31278  -0.07
H -5.81099 4.54240 2.24303  0.07
H -9.49834 -3.41784 -0.34162  0.07
H 1.15400 0.99490 5.16974  0.06
H 5.34158 -0.48703 -6.52512  0.09
H 8.78228 0.18364 -5.75188  0.09
H -5.93768 -0.08278 -0.89701  0.09
H -1.66161 -5.11971 1.60511  0.09
H 3.15276 -0.15891 2.23491  0.12
H 5.30943 2.00860 -3.38047  0.05
H -1.42876 -4.03100 0.00353  0.11
H -8.17715 -1.34589 -1.89437  0.08
H 1.21545 1.03039 -1.12517  0.10
H -0.55293 0.39211 5.85156  0.07
H -1.39212 -0.95882 1.49759  0.00
H -4.09213 5.23384 0.07418  0.07
H 4.30855 0.68690 -5.67564  0.09
H -6.10521 1.80629 3.03038  0.07
H 0.79684 -0.84795 5.40370  0.07
H -8.47285 -4.08647 2.22735  0.08
H 2.97880 -1.35346 -0.68921  0.14
H 9.57976 0.26164 -7.33883  0.09
H -2.88866 0.55241 -0.42987  0.10
H -2.69561 3.15101 -1.24343  0.08
H 6.00654 3.49136 -2.70697  0.07
H -0.26183 1.21169 3.07472  0.11
H 0.59062 -0.64412 -1.54001  0.10
H 8.02498 -0.57908 -7.17192  0.08
H 1.91767 2.10247 0.92912  0.10
H 4.63552 3.19945 1.87138  0.05
H 1.00286 -1.61474 3.37163  0.06
H -6.26752 -2.82529 3.20669  0.09
H 5.13536 1.15182 -7.18898  0.08
H -0.50936 -1.86265 -0.08907  0.02
H 4.37830 -0.09167 0.79587  0.10
H -0.26802 -3.34665 2.99792  0.06
H -3.06631 -2.45028 0.62996  0.09
H -1.37294 -0.23272 3.59078  0.05
H 0.73219 -3.80271 1.46767  0.09
H -3.89948 -3.98157 1.34674  0.07
H 2.96061 3.27884 2.73987  0.08
H 4.14246 1.79373 3.05035  0.08
H 7.07794 2.14121 -3.13564  0.09

no.,maximum force (eV Å⁻¹),E (eV)
1,4.60,-151184.89614
2,4.15,-125574.03890
3,9.15,-153174.55064